Computed, not measured: a molecular structure, C47H66F4N2O2OsP, with ωB97M-V with the def2-TZVPD basis set.

The geometry in XYZ format:
```
123
Properties=species:S:1:pos:R:3:forces:R:3
Os -0.273 0.501 0.068 0.51 -0.12 -0.11
P -1.869 2.363 -0.332 0.13 -0.17 -0.40
F 5.034 1.649 -0.326 -0.01 -0.06 -0.07
F -2.028 -0.915 0.360 -0.14 0.32 0.28
F 4.168 1.900 1.630 -0.11 0.10 0.05
F 4.056 -0.013 0.643 -0.06 -0.10 -0.03
O 2.726 2.547 -1.133 -0.03 0.11 0.04
O 1.633 1.196 0.338 0.01 0.02 0.04
N -0.007 -0.226 1.837 -0.11 -0.21 0.33
N 0.103 -0.195 -1.651 -0.29 -0.11 -0.37
C 0.949 1.884 3.859 -0.05 -0.05 0.01
C -3.612 4.354 0.496 0.00 -0.01 0.09
C 3.998 1.307 0.436 0.03 0.07 0.09
C 0.177 -2.064 -3.390 -0.05 -0.02 -0.09
C -3.257 -1.657 -4.084 -0.03 0.01 0.01
C -0.610 -2.834 -4.458 0.00 0.00 0.01
C -3.213 -2.066 2.087 -0.01 -0.01 -0.02
C -1.324 3.634 -1.583 -0.13 0.09 0.17
C 1.661 0.581 3.486 -0.11 -0.01 -0.06
C 1.251 -0.395 2.557 -0.05 0.04 0.01
C 3.694 -0.978 -2.332 0.00 0.01 0.02
C 4.746 -1.956 -1.888 0.00 0.03 0.03
C -0.732 -1.053 -2.655 0.25 -0.03 -0.01
C 1.505 3.067 3.064 -0.09 -0.03 -0.02
C -2.129 -0.872 -4.747 0.01 0.02 0.03
C -1.738 -3.631 -3.813 0.00 0.02 0.01
C 3.010 0.853 -3.762 0.04 0.01 0.00
C 1.462 -0.085 -2.169 -0.09 0.09 0.09
C -2.451 3.481 1.028 -0.07 -0.08 -0.04
C 2.840 0.360 4.190 0.04 0.05 -0.08
C -4.495 1.801 -1.733 0.14 0.00 -0.02
C 3.331 1.905 -4.785 0.00 0.01 -0.01
C 0.562 -2.970 0.541 -0.08 0.01 0.09
C -2.131 -1.336 1.678 0.35 0.03 0.17
C 3.604 -0.771 3.990 0.03 0.01 0.00
C -1.057 -1.435 3.769 -0.01 -0.11 0.05
C 2.436 -0.978 -1.745 0.15 -0.06 0.09
C 3.963 -0.062 -3.346 -0.01 0.02 0.01
C 3.149 -1.738 3.121 0.03 -0.03 -0.02
C -3.214 -2.482 3.414 0.04 0.02 0.02
C -2.655 -2.650 -3.090 0.04 -0.01 -0.03
C -1.335 -0.095 -3.686 -0.05 0.00 -0.16
C -1.865 -1.870 -2.030 -0.03 -0.01 0.07
C -0.580 1.860 3.923 0.01 0.04 0.07
C 1.576 -2.912 1.689 0.09 0.01 -0.05
C -1.382 4.388 1.618 0.01 0.11 -0.10
C -1.037 -0.993 2.449 -0.17 0.05 -0.34
C 1.953 -1.608 2.416 -0.06 0.04 0.03
C -1.821 3.528 -3.018 0.14 -0.09 -0.06
C 1.174 -3.974 2.725 0.00 -0.04 -0.02
C 2.659 1.758 -0.230 -0.04 -0.14 0.03
C -2.143 -2.162 4.239 -0.02 0.00 -0.05
C 0.184 3.790 -1.534 0.05 0.04 0.03
C 1.752 0.828 -3.168 -0.04 0.02 0.04
C -3.379 1.351 -0.779 -0.18 0.23 0.09
C -4.053 0.960 0.545 -0.09 0.01 0.01
C -1.189 -1.840 -5.471 -0.01 -0.02 0.01
H -2.546 -0.152 -5.456 0.02 -0.01 -0.03
H -1.981 0.638 -3.192 -0.01 -0.06 0.04
H 0.503 -2.069 -0.057 0.06 -0.03 0.03
H -2.923 0.482 -1.251 -0.08 0.06 0.17
H -3.456 -3.191 -2.580 0.01 -0.01 0.01
H 0.843 -3.778 -0.138 -0.03 -0.05 0.04
H 1.177 3.043 2.027 0.04 -0.05 -0.09
H 0.547 3.976 -0.523 0.06 -0.05 -0.01
H 5.661 -1.438 -1.600 0.01 0.01 0.00
H 0.087 -3.508 -4.960 -0.02 0.00 -0.02
H -2.295 -4.191 -4.568 -0.01 0.01 0.00
H 3.725 -2.646 2.990 0.01 0.01 0.00
H -0.932 2.763 4.427 0.02 0.03 -0.05
H 4.534 -0.909 4.526 0.00 0.00 0.00
H 1.195 4.014 3.509 -0.07 0.00 0.00
H -4.011 -2.305 1.397 -0.01 -0.02 0.02
H -1.331 -4.358 -3.103 0.00 0.00 0.00
H -4.759 1.741 0.833 0.01 -0.01 0.02
H 2.523 2.018 -5.509 0.00 0.00 0.00
H 3.165 1.111 4.899 0.01 -0.01 0.01
H -0.852 4.944 0.842 -0.06 0.02 0.05
H -3.255 5.361 0.285 0.00 0.00 -0.04
H -2.145 -2.493 5.268 0.00 0.00 0.00
H -0.218 -1.225 4.417 0.00 0.00 0.00
H -1.059 1.814 2.946 0.02 -0.01 -0.03
H -0.656 3.853 2.208 0.10 -0.07 0.05
H 0.999 -1.559 -3.893 0.01 0.01 0.02
H -5.086 2.620 -1.331 -0.01 0.03 -0.05
H -5.173 0.951 -1.844 -0.01 0.00 0.01
H -1.520 4.438 -3.540 0.03 -0.01 0.00
H 2.588 3.040 3.058 0.15 0.02 0.03
H 1.913 -4.069 3.519 0.00 0.00 0.00
H 4.947 -0.047 -3.801 0.00 -0.01 -0.01
H -2.839 2.822 1.806 0.10 0.04 0.04
H -4.045 -3.059 3.795 0.00 0.00 0.00
H 4.997 -2.647 -2.694 0.00 0.00 0.00
H -1.744 4.547 -1.155 -0.20 0.00 -0.04
H -0.439 -3.202 0.909 -0.02 0.05 0.01
H -3.939 -0.973 -3.565 0.00 0.00 0.00
H -4.089 3.985 -0.407 0.01 -0.03 0.02
H -0.541 0.453 -4.191 0.05 0.05 0.02
H 0.616 -2.756 -2.664 -0.03 -0.01 -0.02
H -2.587 -1.226 -1.542 0.02 -0.04 -0.07
H 2.528 -3.245 1.265 0.01 0.04 -0.02
H -3.846 -2.184 -4.839 0.00 -0.01 0.00
H 0.483 4.638 -2.154 -0.01 0.00 0.01
H -1.736 -2.377 -6.249 0.00 0.00 -0.01
H -1.455 -2.558 -1.288 -0.04 -0.01 0.01
H -4.625 0.041 0.414 0.02 -0.01 0.00
H 1.014 1.551 -3.480 -0.06 0.04 0.02
H -3.371 0.821 1.385 -0.01 -0.09 -0.07
H -4.154 2.061 -2.728 0.05 -0.01 -0.06
H 1.254 2.057 4.894 0.06 -0.04 0.00
H 0.214 -3.723 3.180 0.01 0.00 0.00
H 4.407 -2.539 -1.032 -0.01 -0.01 0.01
H -0.382 -1.289 -5.962 0.00 0.00 0.01
H 4.244 1.667 -5.327 0.00 -0.01 0.00
H 1.069 -4.946 2.238 0.00 0.00 0.00
H -2.898 3.453 -3.100 -0.07 0.04 0.00
H 0.698 2.908 -1.894 -0.02 0.00 -0.03
H -1.365 2.690 -3.547 -0.02 -0.02 0.04
H -4.379 4.439 1.267 0.00 0.02 -0.01
H 3.474 2.869 -4.293 0.00 0.00 0.01
H -1.871 5.122 2.261 0.02 -0.03 0.04
H -0.935 1.013 4.510 -0.01 0.03 0.00
H 2.223 -1.692 -0.959 0.02 0.10 -0.05
```
Positions in Å, forces in eV/Å.

Properties
HOMO energy (spin up / spin down) = -10.97 / -10.97 eV
E = -79507.383 eV
Frontier orbital gap (spin up / spin down) = 7.24 / 7.24 eV
Net charge = +1
ΔE to the lowest compared entry with this formula, charge and spin = 0.0 kJ/mol

Mulliken population analysis, charges in e, atoms 1 to 5:
1 Os 1.973
2 P 0.414
3 F -0.285
4 F 0.606
5 F -0.273